Entry 1:
{
  "formula": "C5H14N2O",
  "method": "ωB97M-V/def2-TZVPD",
  "smiles": "C=CC[C@H](N)CN.O",
  "relative_energy_ev": 2.282,
  "charge": 0,
  "homo_ev": -8.5,
  "orbital_gap_ev": 9.33,
  "elements": ["C", "C", "C", "C", "N", "C", "N", "H", "H", "H", "H", "H", "H", "H", "H", "H", "H", "H", "H", "O", "H", "H"],
  "positions_angstrom": [[1.8895, 1.9290, -1.0173], [1.6077, 0.9487, -0.1817], [0.6376, 0.9382, 0.9283], [-0.5998, 0.0123, 0.7870], [-1.2879, 0.0130, 2.0594], [-0.1952, -1.4106, 0.3975], [-1.3742, -2.1735, -0.0070], [1.5099, 2.9488, -0.8954], [2.7042, 2.0086, -1.7254], [2.1791, 0.0405, -0.3583], [1.0235, 0.7871, 1.9231], [0.1963, 1.9061, 0.9513], [-1.2575, 0.4947, 0.0627], [-0.6636, -0.0245, 2.8501], [-2.0812, -0.5891, 2.1891], [0.2709, -1.9378, 1.2287], [0.5192, -1.3375, -0.4325], [-1.2265, -3.1690, -0.0473], [-1.6932, -1.8316, -0.9040], [-0.5835, -0.2083, -2.5287], [-1.1897, 0.0462, -3.2255], [-0.3856, 0.6088, -2.0540]],
  "forces_ev_per_angstrom": [[0.223, 2.172, 0.301], [1.072, -1.251, -0.495], [-1.546, 0.168, -0.208], [0.693, -0.815, 0.832], [-0.148, 1.199, 0.547], [-0.234, -0.016, -1.255], [-0.384, 0.394, 0.363], [-0.609, -0.360, 0.215], [0.000, -1.037, -0.194], [-0.060, -0.136, 0.156], [0.832, -0.292, 0.209], [-0.278, 1.130, 0.289], [-0.070, -0.454, -0.343], [-0.021, -0.202, 0.003], [0.063, -0.321, -0.406], [0.134, 0.272, 0.181], [0.113, -0.223, 0.114], [0.160, -0.026, -0.122], [0.036, -0.187, -0.094], [0.007, -0.018, 0.154], [-0.122, 0.066, -0.172], [0.140, -0.062, -0.072]]
}



Entry 2:
{
  "formula": "C5H14N2O",
  "method": "ωB97M-V/def2-TZVPD",
  "relative_energy_ev": 8.230,
  "charge": 0,
  "homo_ev": -7.5,
  "orbital_gap_ev": 3.90,
  "elements": ["C", "N", "C", "N", "C", "C", "C", "O", "H", "H", "H", "H", "H", "H", "H", "H", "H", "H", "H", "H", "H", "H"],
  "positions_angstrom": [[0.5307, -0.9969, 0.7711], [0.4044, -2.3889, 0.6534], [0.1437, -2.8005, -0.6918], [-0.7412, 0.8287, -2.7485], [-0.8023, -0.1481, 0.9077], [-0.3789, 1.1560, 1.6433], [0.5797, 2.0034, 0.8094], [0.3647, 2.1498, -0.5037], [1.0572, -0.6327, -0.1349], [1.0046, -0.9201, 1.7521], [-0.8560, -2.5262, -1.1511], [0.9533, -2.4433, -1.3771], [0.2146, -3.8896, -0.7323], [-0.2138, 1.1929, -1.9342], [-1.2738, -0.0041, -2.5822], [-1.2566, -0.0959, -0.1007], [-1.5804, -0.7527, 1.4530], [-0.1429, 1.0110, 2.7017], [-1.3566, 1.6900, 1.6076], [0.8185, 2.9617, 1.3467], [1.5735, 1.4788, 0.8956], [-0.3766, 1.0139, -3.6642]],
  "forces_ev_per_angstrom": [[1.153, -2.537, 0.260], [-1.315, 1.796, -0.948], [0.502, -1.060, -0.748], [0.161, 0.536, 0.978], [-1.262, -0.557, 0.620], [-2.338, -0.118, -1.648], [0.846, 0.588, -0.395], [-0.417, -0.364, 1.151], [-0.090, 0.571, 0.617], [0.411, 0.880, -0.198], [0.900, 0.213, 0.749], [-0.639, 0.202, 0.281], [-0.242, 0.025, 0.006], [-0.426, -0.180, -0.735], [0.152, -0.090, -0.421], [0.618, 0.799, 0.384], [1.090, 0.581, 0.052], [0.353, -0.175, -0.334], [0.493, 0.084, 0.178], [-0.335, -0.358, -0.127], [0.383, -0.469, 0.227], [0.000, -0.368, 0.051]]
}



Entry 3:
{
  "formula": "C5H14N2O",
  "method": "ωB97M-V/def2-TZVPD",
  "relative_energy_ev": 3.712,
  "charge": 0,
  "homo_ev": -8.0,
  "orbital_gap_ev": 8.82,
  "elements": ["C", "N", "O", "H", "H", "H", "H", "H", "C", "C", "C", "C", "N", "H", "H", "H", "H", "H", "H", "H", "H", "H"],
  "positions_angstrom": [[-2.3916, -0.3690, -0.9478], [-2.8914, 0.8265, -1.0861], [-0.7116, 0.1701, 0.7959], [-0.7625, -0.1489, 1.7047], [-3.5493, 1.2731, -0.4497], [-2.4986, 1.4427, -1.7846], [-2.9067, -0.9347, -0.1606], [-0.8404, -0.5182, -1.4228], [1.7631, 0.1620, 0.6387], [0.4420, -1.9884, 0.4829], [1.8210, 1.6677, 0.3965], [0.4950, -0.5109, 0.0967], [0.2982, -0.3755, -1.2858], [0.4855, 0.5789, -1.5769], [1.8194, -0.0314, 1.7136], [2.6199, -0.3252, 0.1690], [1.2499, -2.5173, -0.0180], [-0.5041, -2.4166, 0.1568], [0.5440, -2.1236, 1.5605], [0.9113, 2.1432, 0.7618], [1.9324, 1.8938, -0.6634], [2.6746, 2.1016, 0.9186]],
  "forces_ev_per_angstrom": [[-0.764, -0.166, -0.255], [-0.173, 0.135, 0.215], [0.913, -0.470, -0.309], [0.129, -0.038, -0.017], [0.057, -0.177, -0.173], [-0.015, 0.002, 0.057], [-0.005, 0.291, 0.115], [2.184, -0.007, 0.000], [-0.253, 0.087, -0.178], [-0.033, 0.288, -0.039], [0.001, -0.168, 0.051], [-0.601, 0.208, 1.121], [-1.619, 0.048, -0.567], [0.103, 0.022, 0.029], [0.002, -0.063, -0.018], [0.033, -0.054, 0.043], [0.046, -0.031, -0.001], [-0.037, -0.025, -0.041], [0.006, -0.006, 0.060], [0.015, 0.031, -0.011], [0.013, 0.062, -0.043], [-0.003, 0.030, -0.040]]
}



Q: What is the formula in the second record?
A: C5H14N2O